No. 1
Computed, not measured: a structure of composition C28H33AsCrF6N3O5P, with the ωB97M-V functional and the def2-TZVPD basis.

Values from the calculation:
net charge: +1
HOMO level (spin up / spin down): -9.56 / -9.79 eV
M: 763.47 g mol⁻¹
E_LUMO (spin up / spin down): -2.661 / -2.858 eV
spin multiplicity: 4

XYZ file:
```
78
Properties=species:S:1:pos:R:3:forces:R:3:mulliken_spin:R:1
Cr 0.15387 0.16944 -0.02188 0.1900 0.1743 -0.1853 3.166
C 2.82326 -3.16858 0.96012 -0.1474 0.1158 -0.0415 -0.004
C 2.22134 -1.89955 0.93132 0.0860 -0.1870 0.0298 0.024
N 1.05843 -1.67914 0.36760 -0.1607 0.1075 -0.0248 -0.122
C 0.40118 -2.70469 -0.25421 0.0714 0.0340 -0.0456 0.008
C 0.94184 -4.00018 -0.29335 -0.0775 -0.1353 -0.0796 -0.005
C 2.17940 -4.20953 0.35229 0.0428 -0.0094 0.0224 0.008
C 0.24685 -5.01634 -1.00041 0.0781 0.1060 0.0930 0.014
C -0.90460 -4.69375 -1.65350 -0.0433 0.0748 -0.0036 -0.007
C -1.44518 -3.38698 -1.62883 0.0629 -0.1155 0.0139 0.020
C -0.82773 -2.37860 -0.91811 0.0637 -0.1180 -0.0093 -0.008
N -1.17767 -1.05593 -0.81060 0.0757 -0.0060 0.1502 -0.106
C -2.38625 -0.49632 -1.14889 -0.0901 0.0833 -0.0586 -0.003
C -3.58828 -1.11038 -1.43645 -0.0656 0.0588 -0.0244 0.028
C -4.72488 -0.34784 -1.79270 0.0678 -0.0433 0.0328 -0.012
C -4.69096 1.01190 -1.87981 0.1191 0.0809 0.0416 0.019
C -3.48574 1.68854 -1.56045 -0.1224 0.0392 -0.0759 -0.013
C -3.32587 3.09193 -1.62545 -0.0507 -0.0208 -0.0076 0.013
C -2.12842 3.66672 -1.30295 0.1468 -0.1470 0.0641 -0.007
C -1.07681 2.83999 -0.86835 -0.1529 0.1363 0.0235 0.032
N -1.20565 1.53724 -0.78785 0.1053 -0.1540 0.2138 -0.107
C -2.36999 0.93781 -1.16511 -0.0073 -0.0528 -0.0518 0.040
H 3.77837 -3.29772 1.44542 0.0426 -0.0023 0.0112 0.000
H 2.71230 -1.04597 1.37292 -0.0058 0.0223 0.0331 0.008
H 2.61859 -5.19911 0.34142 -0.0036 -0.0170 -0.0022 0.000
H 0.65067 -6.01859 -1.03055 0.0168 -0.0146 0.0025 0.000
H -1.42673 -5.45174 -2.22167 -0.0130 -0.0110 -0.0147 0.000
H -2.32582 -3.19052 -2.21682 0.0226 -0.0076 -0.0228 0.003
H -3.68640 -2.18226 -1.38918 -0.0473 0.0190 0.0197 0.004
H -5.64111 -0.87515 -2.01733 -0.0481 -0.0230 -0.0080 -0.001
H -5.55783 1.58197 -2.18104 -0.0405 0.0108 -0.0156 0.000
H -4.16067 3.70449 -1.94262 -0.0210 -0.0096 -0.0064 0.000
H -1.97735 4.73364 -1.36408 0.0013 0.0372 -0.0082 0.000
H -0.11843 3.24291 -0.57080 0.0085 0.0055 0.0110 -0.007
C -0.21407 -0.50904 4.66728 0.0046 -0.0248 0.0485 -0.001
O 0.11987 -0.40797 3.26829 -0.0038 0.0059 -0.0360 -0.009
P -0.97445 0.04924 2.19676 -0.1965 -0.1699 -0.0094 -0.030
O -2.25289 -0.89375 2.43802 0.0364 0.1159 0.1421 -0.004
C -2.25577 -2.27420 2.04425 -0.0181 0.0422 -0.0081 0.002
O -1.52723 1.38261 2.88286 -0.0437 0.0041 -0.0689 -0.001
C -2.72615 2.00348 2.38253 0.0052 0.0163 0.1161 0.004
H 0.58087 -1.08385 5.13593 -0.0257 0.0166 -0.0143 0.000
H -1.16639 -1.02173 4.79683 0.0176 0.0055 0.0066 0.000
H -0.27222 0.48459 5.10691 -0.0010 -0.0037 0.0008 0.000
H -2.84012 -2.81071 2.78789 0.0152 -0.0174 -0.0196 0.000
H -1.24283 -2.67860 2.01847 -0.0090 -0.0418 -0.0185 0.001
H -2.72185 -2.37051 1.06560 0.0202 -0.0290 0.0066 0.000
H -3.01661 2.74885 3.11870 0.0254 -0.0100 -0.0394 0.000
H -3.52047 1.26610 2.28207 -0.0154 0.0089 -0.0311 0.000
H -2.52810 2.48724 1.42708 -0.0210 0.0070 -0.0334 0.000
C 1.98557 3.81854 2.63783 -0.0992 0.0881 0.0235 0.000
As 2.43741 2.27714 1.61152 -0.0974 -0.0649 -0.2760 0.014
C 3.38071 1.06719 2.76133 0.0096 -0.0352 0.0670 0.002
C 3.55979 2.77771 0.15766 0.0697 0.1380 0.0311 0.004
O 1.00252 1.62117 1.05709 0.1760 0.0257 0.3303 -0.048
H 2.88323 4.24906 3.07849 -0.0063 0.0149 0.0058 0.000
H 1.28563 3.52257 3.41857 0.0308 -0.0002 -0.0146 0.000
H 1.50789 4.54781 1.98414 0.0254 -0.0214 0.0278 0.000
H 3.89882 1.62470 3.54089 0.0025 0.0135 -0.0413 0.000
H 4.10809 0.49946 2.18280 -0.0257 0.0004 0.0266 0.000
H 2.64437 0.40400 3.21397 0.0172 -0.0102 0.0077 -0.001
H 4.39814 3.36657 0.53108 0.0019 -0.0252 -0.0328 0.000
H 2.97352 3.35968 -0.55177 0.0064 -0.0187 0.0225 0.000
H 3.90980 1.87842 -0.33845 0.0119 -0.0605 -0.0467 -0.001
C 0.85660 -0.82796 -3.31068 -0.0838 -0.0152 0.0381 0.020
C 1.67751 0.29673 -2.67981 0.0100 -0.1371 0.1043 0.005
O 1.49888 0.46701 -1.32565 -0.0719 0.0760 -0.3805 0.051
C 3.17182 -0.04605 -2.88120 0.0860 -0.0197 -0.0222 0.002
F 3.98559 0.96037 -2.50687 -0.0306 -0.0830 -0.0047 0.000
F 3.47644 -0.35396 -4.14833 -0.0081 0.0144 0.1320 0.000
F 3.49140 -1.11290 -2.12055 -0.0174 0.1214 -0.0881 0.000
C 1.32885 1.61976 -3.40037 0.0536 0.0256 -0.0478 0.000
F 1.88007 2.68950 -2.79654 -0.0918 -0.0541 -0.0585 0.000
F -0.00641 1.81086 -3.38907 0.1243 0.0209 -0.0256 0.000
F 1.71706 1.63344 -4.68246 -0.0093 0.0275 0.1054 0.000
H 1.14981 -1.77647 -2.86410 -0.0023 -0.0232 0.0097 -0.002
H 0.99528 -0.89324 -4.38873 0.0646 0.0736 0.0154 -0.001
H -0.19373 -0.65055 -3.09834 -0.0407 -0.0286 -0.0270 0.005
```
Positions in Å, forces in eV/Å.

***

No. 2
Computed, not measured: a structure of composition C28H33F10InN2O4S6Si, with the ωB97M-V functional and the def2-TZVPD basis.

Values from the calculation:
net charge: -2
HOMO level: -1.83 eV
M: 986.87 g mol⁻¹
E_LUMO: 3.760 eV
spin multiplicity: 1
energy relative to the best compared isomer or geometry (same formula, charge and spin): 0.095 eV

XYZ file:
```
85
Properties=species:S:1:pos:R:3:forces:R:3:lowdin_charge:R:1
In 0.28130 -0.07782 -0.79676 -0.1315 0.3809 -0.6081 0.065
C -1.59828 2.20682 2.92194 0.1054 -0.0456 -0.0409 -0.001
C -2.10053 0.77974 3.10622 -0.0466 0.0404 0.0201 -0.618
C -2.19228 0.42504 4.59177 0.1349 -0.0847 -0.0971 -0.028
C -3.45915 0.59721 2.44321 0.0036 -0.0641 -0.0689 -0.016
O -1.21439 -0.11277 2.41647 -0.0415 -0.0310 0.2218 -0.160
Si 0.24079 -0.72396 2.83312 -0.0137 -0.1674 -0.2433 -0.120
S 1.09048 -1.58406 1.13446 0.0513 0.1253 0.0409 0.414
O 0.11154 -1.82638 4.06894 0.1170 0.0388 0.0522 -0.159
C -0.26084 -3.19763 4.12159 -0.1196 -0.0189 -0.0048 -0.660
C -1.42077 -3.49366 3.17008 0.0487 0.1419 -0.0675 -0.029
C 0.94709 -4.06795 3.78225 -0.0009 0.0530 -0.0283 -0.042
C -0.69350 -3.45081 5.56260 -0.0233 -0.0147 0.0300 -0.039
O 1.08456 0.51393 3.49701 -0.0396 0.0782 0.1920 -0.138
C 2.26295 0.58165 4.29650 0.0783 -0.0711 -0.0625 -0.645
C 3.28553 -0.46043 3.84633 -0.1290 -0.0082 -0.0951 -0.039
C 1.88262 0.36297 5.76116 -0.1051 -0.0233 -0.0717 -0.033
C 2.81803 1.98389 4.09331 0.0223 0.0505 -0.0579 -0.028
H -2.34215 2.92957 3.26800 0.0215 -0.0226 -0.0014 0.091
H -1.39520 2.38036 1.86583 -0.0268 0.0318 -0.0009 0.079
H -0.66445 2.35150 3.46793 -0.0399 0.0165 -0.0104 0.078
H -2.93684 1.06080 5.07748 0.0205 -0.0066 -0.0009 0.085
H -1.22632 0.56742 5.08420 -0.0628 -0.0041 -0.0114 0.074
H -2.48590 -0.62203 4.70932 -0.0176 0.0633 0.0249 0.073
H -4.17024 1.34023 2.81443 0.0060 -0.0340 -0.0229 0.088
H -3.84789 -0.40461 2.65092 0.0144 0.0403 -0.0234 0.085
H -3.35635 0.70177 1.36241 -0.0058 0.0132 0.0537 0.062
H -1.09024 -3.40142 2.13241 -0.0501 -0.0099 0.0412 0.054
H -2.23075 -2.77482 3.32716 0.0489 -0.0838 0.0146 0.085
H -1.80056 -4.50541 3.34187 0.0129 0.0310 -0.0320 0.084
H 1.31942 -3.80652 2.79082 0.0129 -0.0333 0.0154 0.044
H 0.66973 -5.12643 3.79367 0.0201 0.0312 0.0128 0.081
H 1.74478 -3.90487 4.51270 -0.0269 -0.0038 -0.0414 0.083
H -1.58048 -2.85791 5.79881 0.0392 -0.0191 0.0040 0.079
H 0.10955 -3.16189 6.24521 -0.0377 -0.0156 -0.0191 0.081
H -0.92276 -4.51035 5.71296 -0.0047 0.0616 0.0124 0.080
H 2.88367 -1.46844 3.98376 0.0634 0.0335 0.0181 0.070
H 4.20652 -0.35955 4.42601 -0.0131 -0.0158 -0.0078 0.083
H 3.50848 -0.33033 2.78495 0.0082 -0.0097 0.0699 0.084
H 1.36233 -0.59111 5.86055 0.0351 0.0137 0.0412 0.070
H 1.21420 1.16133 6.09582 0.0194 -0.0391 -0.0054 0.082
H 2.77271 0.35952 6.39709 -0.0281 0.0195 -0.0341 0.080
H 3.08206 2.13018 3.04391 -0.0062 0.0114 0.0481 0.089
H 3.70440 2.14144 4.71476 -0.0224 0.0027 -0.0309 0.082
H 2.06034 2.72414 4.36040 0.0340 -0.0205 -0.0022 0.084
S 2.61867 3.37553 -2.89006 -0.0704 -0.0855 0.0843 0.350
C 1.71673 2.18260 -2.14001 0.1119 0.2290 -0.2114 -1.799
S 1.86839 1.87249 -0.43463 -0.1289 -0.3170 0.1538 0.451
S 0.60737 1.18346 -3.01115 0.0161 -0.1251 0.2557 0.483
F 6.28783 -0.71424 -4.82039 0.1023 0.0809 -0.0478 0.092
C 5.07756 -1.00675 -4.31833 0.0003 -0.0335 0.0021 -0.153
C 4.84068 -0.92863 -2.96260 -0.0216 0.0148 0.0283 -0.145
F 5.83203 -0.55244 -2.14404 0.0481 0.0461 0.0693 0.105
C 3.60181 -1.27259 -2.45756 -0.0823 -0.0732 -0.0604 -0.249
F 3.44044 -1.20329 -1.13778 0.0018 -0.0072 0.1986 0.046
C 2.55238 -1.72783 -3.25844 0.1413 0.0101 -0.0562 -0.579
S 1.01908 -2.24903 -2.62785 -0.1721 -0.0528 0.4290 0.574
C 2.83413 -1.77599 -4.62354 -0.0649 0.0288 0.0575 -0.255
F 1.89770 -2.19382 -5.48551 -0.0447 -0.0382 -0.1074 0.062
C 4.06065 -1.42550 -5.14939 -0.0313 -0.0276 -0.0774 -0.151
F 4.28444 -1.50765 -6.47378 -0.0002 -0.0154 -0.0669 0.088
S -2.11039 -1.34024 -0.78591 -0.0563 -0.0706 -0.0137 0.782
C -1.91771 -3.00834 -0.75348 -0.0340 -0.0949 0.0142 -0.806
N -2.95117 -3.87276 -0.98297 0.0212 -0.0663 -0.0942 0.005
C -2.48585 -5.24847 -1.15350 -0.0165 0.2097 0.0857 -0.145
C -0.97098 -5.12757 -0.88199 -0.0451 0.0839 -0.0071 -0.133
N -0.82955 -3.73297 -0.50280 0.1936 -0.0493 -0.0469 -0.009
H -3.76873 -3.51957 -1.44700 0.0233 0.0348 -0.0140 0.122
H -2.68669 -5.61531 -2.15989 -0.0102 -0.0121 -0.0415 0.108
H -2.97365 -5.91075 -0.43762 -0.0179 -0.0409 0.0165 0.101
H -0.37446 -5.33808 -1.77156 0.0270 0.0110 -0.0156 0.109
H -0.64492 -5.78763 -0.07843 0.0032 -0.0073 0.0333 0.110
H 0.07754 -3.29424 -0.38968 -0.0217 0.1118 -0.0059 0.000
F -5.19933 5.58289 0.00836 -0.0393 0.0591 -0.0205 0.063
C -4.34968 4.55330 -0.21643 0.0020 0.0263 0.0256 -0.172
C -2.98192 4.71923 -0.09188 -0.0246 -0.0556 -0.0302 -0.161
F -2.50206 5.93122 0.23886 0.0587 0.0891 0.0428 0.089
C -2.12114 3.66393 -0.29796 0.0194 -0.2061 -0.0323 -0.157
F -0.80963 3.87611 -0.14791 0.1034 0.0775 0.0339 0.087
C -2.55427 2.34827 -0.62748 0.2312 0.0485 -0.0720 -0.329
O -1.76485 1.35621 -0.78392 -0.0647 -0.0454 0.2899 -0.237
C -3.96109 2.24939 -0.76976 0.0398 -0.0043 0.0001 -0.158
F -4.49898 1.05801 -1.09953 -0.0310 -0.0765 -0.0002 0.063
C -4.82432 3.30603 -0.56285 0.0229 -0.0588 -0.0019 -0.166
F -6.15420 3.12234 -0.68973 -0.1148 -0.0300 -0.0206 0.078
```
Positions in Å, forces in eV/Å.

***

No. 3
Computed, not measured: a structure of composition C28H33F3N3O4PS6Ti in a non-equilibrium geometry, with the ωB97M-V functional and the def2-TZVPD basis.

Values from the calculation:
net charge: -2
HOMO level (spin up / spin down): -0.07 / -1.47 eV
M: 803.83 g mol⁻¹
E_LUMO (spin up / spin down): 4.203 / 4.201 eV
spin multiplicity: 3
energy relative to the best compared isomer or geometry (same formula, charge and spin): 0.000 eV

XYZ file:
```
79
Properties=species:S:1:pos:R:3:forces:R:3:mulliken_spin:R:1
Ti -0.79808 -0.65093 -0.00950 -0.0521 -1.3186 -0.5328 1.058
C -1.53537 2.11481 3.46709 -0.0277 0.0410 0.0203 -0.006
C -0.79440 1.22374 2.50220 -0.1598 -0.1076 -0.1313 0.046
N -1.46459 0.71395 1.51240 0.0867 0.3526 0.1918 -0.079
N -2.78763 1.14773 1.46954 0.1454 0.0675 0.0112 0.019
C -3.59649 0.46178 0.72840 -0.3930 0.0904 -0.0476 0.006
S -3.38552 -0.88123 -0.28099 0.2956 0.1905 -0.0385 -0.009
S -5.31248 0.96486 0.88976 0.0899 -0.0482 0.0238 -0.002
C -5.27533 1.88518 2.44267 0.0636 0.0171 -0.0330 0.000
C -5.04125 1.08348 3.70285 -0.0419 -0.0169 0.0421 0.000
C -5.48586 1.60932 4.91472 0.0055 -0.0038 -0.0437 0.000
C -5.23773 0.95961 6.11556 0.0106 0.0047 0.0204 0.000
C -4.52890 -0.23338 6.12220 0.0071 0.0052 0.0217 0.000
C -4.08464 -0.76868 4.92129 -0.0023 -0.0105 -0.0114 0.000
C -4.34368 -0.12254 3.72035 -0.0869 -0.1312 0.0360 0.002
C 0.63771 0.93059 2.71522 0.0738 -0.0571 0.0430 0.016
C 1.30875 1.53232 3.79222 0.0704 -0.0079 0.0113 0.000
C 2.62797 1.26902 4.10597 -0.0388 0.0342 0.0394 -0.003
C 3.33058 0.34718 3.33809 0.1004 -0.0852 -0.0660 0.006
C 2.72313 -0.25079 2.25900 -0.0040 0.0053 -0.0033 -0.008
C 1.39541 0.04625 1.89012 -0.0175 0.1228 0.0653 0.009
O 0.94748 -0.49232 0.79438 -0.2739 0.4559 -0.1212 0.004
H -2.46058 1.62301 3.76331 0.0723 0.0537 0.0126 0.004
H -1.82539 3.04017 2.96346 0.0021 0.0006 0.0034 0.004
H -0.96878 2.35516 4.35876 -0.0360 -0.0102 -0.0432 0.001
H -6.23840 2.39768 2.50447 -0.0104 -0.0289 -0.0152 0.000
H -4.49988 2.64782 2.35623 0.0226 0.0003 -0.0091 0.001
H -6.03058 2.54832 4.91360 -0.0045 0.0016 0.0066 0.000
H -5.59374 1.38881 7.04519 -0.0047 -0.0005 0.0003 0.000
H -4.32318 -0.74224 7.05642 0.0039 0.0068 0.0018 0.000
H -3.51671 -1.69058 4.90120 -0.0118 -0.0114 -0.0005 -0.001
H -3.98025 -0.57258 2.80553 -0.0737 -0.0131 0.0822 -0.001
H 0.79026 2.24113 4.41965 0.0194 -0.0293 -0.0367 0.000
H 3.09469 1.76121 4.95002 -0.0078 0.0072 -0.0025 0.000
H 4.35826 0.10106 3.58324 -0.0062 -0.0097 -0.0046 0.001
H 3.23791 -0.97356 1.63820 0.0223 0.0062 0.0095 -0.001
S -1.32176 -2.42974 1.85537 0.2094 0.0365 -0.1129 -0.022
S -1.31379 -4.18039 0.73803 -0.1565 0.1013 0.1118 0.006
S 0.27669 -3.97222 -0.51705 0.0732 0.0153 -0.1186 0.006
S -0.26242 -2.42959 -1.80778 -0.0843 0.2575 0.3475 -0.015
F -3.55467 3.82511 -4.71669 0.0552 0.0413 0.0142 0.004
C -2.44767 4.11564 -3.98004 0.0396 -0.0323 0.0158 0.005
F -2.71475 5.27192 -3.31017 0.0208 -0.0388 -0.0712 0.005
F -1.51381 4.50792 -4.94170 -0.0755 0.0066 0.0463 0.022
C -2.01820 3.02750 -3.11596 -0.0838 0.0678 0.0027 0.351
C -2.18985 1.66305 -3.48661 0.1513 -0.0299 -0.0375 0.022
C -1.69412 0.67639 -2.69381 0.0282 -0.1376 -0.0673 0.144
N -1.03750 0.89220 -1.50526 0.1056 -0.0257 0.2061 0.194
C -0.81523 2.21216 -1.19864 0.0425 0.1008 0.1478 0.155
C -1.26859 3.26549 -1.93181 0.1187 -0.0515 -0.0662 0.021
H -2.70022 1.39184 -4.40149 -0.0103 0.0204 0.0011 0.009
H -1.79904 -0.36389 -2.97701 -0.0966 0.0121 0.0202 0.014
H -0.21031 2.38932 -0.31546 -0.0788 0.0121 0.0456 0.011
H -1.02778 4.27099 -1.61144 -0.0311 0.0086 -0.0034 0.004
C 3.26983 -1.84447 -4.36110 -0.0008 -0.0289 -0.0048 -0.001
C 3.65266 -1.42254 -2.95708 0.0147 0.0660 0.0229 0.001
O 3.60963 0.00544 -2.81617 -0.0426 -0.0315 -0.0463 0.001
P 2.13007 0.55386 -2.26658 -0.1227 0.0142 0.0829 0.021
O 2.66425 1.98689 -1.66020 0.1742 0.0313 -0.0961 -0.001
C 3.52424 1.90021 -0.52776 -0.0603 0.0101 0.1004 0.004
C 4.93684 2.30198 -0.90211 -0.0111 0.0082 0.0125 0.000
O 1.41817 1.13282 -3.59106 -0.0480 -0.0071 -0.0121 -0.042
C 1.72871 2.31934 -4.31937 0.0155 0.0030 0.0206 0.011
C 2.65401 2.00586 -5.47946 0.0209 0.0047 -0.0164 -0.002
H 3.36102 -2.92784 -4.46553 0.0047 -0.0045 -0.0050 0.000
H 3.91143 -1.35990 -5.10043 0.0031 0.0026 0.0038 0.000
H 2.23331 -1.57319 -4.56502 -0.0045 0.0079 0.0100 0.001
H 4.67280 -1.72887 -2.71336 0.0063 -0.0017 -0.0243 0.000
H 2.97132 -1.88439 -2.23410 0.0056 -0.0127 -0.0014 0.000
H 3.50974 0.88799 -0.11244 -0.0032 -0.0079 -0.0042 0.001
H 3.11872 2.56025 0.24312 -0.0007 0.0114 -0.0075 0.001
H 5.34514 1.60008 -1.62878 -0.0052 0.0054 -0.0146 0.000
H 5.57423 2.31216 -0.01442 0.0010 -0.0112 0.0069 0.000
H 4.93983 3.30092 -1.34223 0.0041 0.0024 -0.0025 0.000
H 2.17330 3.05529 -3.64909 -0.0043 0.0017 -0.0150 0.005
H 0.77192 2.71190 -4.66672 0.0061 -0.0026 -0.0115 -0.004
H 3.61324 1.63597 -5.11530 -0.0049 -0.0044 0.0076 0.000
H 2.82550 2.90313 -6.07991 -0.0057 0.0098 0.0063 0.000
H 2.21305 1.24103 -6.12080 -0.0084 -0.0045 0.0040 0.000
```
Positions in Å, forces in eV/Å.